[1]
Entry from the Open Molecules 2025 dataset: the molecule C7H6S at a distorted geometry (ωB97M-V/def2-TZVPD).

Results
- DFT total energy (eV) = -18185.8070
- SMILES string = C#CC1=C[C@@H](S)C=C1
- Kohn-Sham gap (eV) = 8.106
- spin multiplicity = 1
- charge = 0

The geometry in XYZ format:
```
14
C7H6S (ωB97M-V/def2-TZVPD)
C -3.437 -0.646 -0.365
C -2.253 -0.545 -0.165
C -0.912 -0.104 -0.155
C 0.234 -0.989 -0.008
C 1.348 -0.153 0.029
S 3.252 -0.387 -0.394
C 0.878 1.239 -0.112
C -0.519 1.233 -0.161
H -4.704 -0.404 -0.382
H 0.469 -1.994 0.176
H 1.665 -0.155 1.180
H 3.815 -1.221 0.576
H 1.487 2.134 -0.281
H -1.323 1.992 0.062
```

=====

[2]
Entry from the Open Molecules 2025 dataset: a structure of composition C2H2F5P at a distorted geometry (ωB97M-V/def2-TZVPD).

Results
- DFT total energy (eV) = -24975.3620
- Kohn-Sham gap (alpha / beta) (eV) = 7.010 / 6.142
- spin multiplicity = 3
- charge = 0

The geometry in XYZ format:
```
10
C2H2F5P (ωB97M-V/def2-TZVPD)
C 1.130 -0.348 -0.256
C -0.055 0.344 0.290
F 2.175 0.282 -0.709
F 0.650 -1.052 -1.317
F 1.526 -1.221 0.695
F -0.023 1.596 -0.936
F 0.258 1.160 1.325
P -1.559 -0.760 0.321
H -2.068 -0.013 -0.722
H -2.035 0.012 1.308
```

=====

[3]
Entry from the Open Molecules 2025 dataset: a cluster of 12 separate species, H24O12 in total at a distorted geometry (ωB97M-V/def2-TZVPD).

Results
- DFT total energy (eV) = -24957.8716
- SMILES string = O.O.O.O.O.O.O.O.O.O.O.O
- Kohn-Sham gap (eV) = 9.988
- spin multiplicity = 1
- charge = 0

The geometry in XYZ format:
```
36
H24O12 (ωB97M-V/def2-TZVPD)
O -1.823 -1.285 -2.389
H -1.963 -2.206 -2.610
H -2.571 -0.713 -2.528
O 1.344 -4.574 -0.558
H 1.521 -3.842 0.043
H 2.081 -4.309 -1.176
O -1.202 -3.893 -1.377
H -1.646 -3.918 -0.489
H -0.391 -4.270 -0.967
O 0.247 2.268 2.993
H 0.008 1.781 2.186
H 0.118 1.459 3.509
O 0.808 4.702 1.236
H 1.645 4.271 1.021
H 0.673 4.069 2.004
O -1.197 -0.275 1.571
H -0.233 -0.461 1.574
H -1.409 -0.367 0.611
O -1.071 2.319 -2.650
H -1.123 1.365 -2.418
H -1.913 2.712 -2.419
O 0.643 1.526 0.109
H 1.483 1.317 -0.296
H 0.576 2.184 0.813
O 1.380 -1.156 0.885
H 2.053 -0.475 0.697
H 1.918 -1.945 0.803
O -3.175 -0.359 -0.548
H -3.212 -1.106 0.080
H -2.740 0.465 -0.310
O 1.254 1.018 -2.649
H 0.763 1.820 -2.454
H 1.048 0.641 -3.505
O 2.686 -0.146 3.251
H 2.060 -0.452 3.916
H 2.397 0.782 3.306
```

=====

[4]
Entry from the Open Molecules 2025 dataset: the molecule C4H7NP2 at a distorted geometry (ωB97M-V/def2-TZVPD).

Results
- DFT total energy (eV) = -24324.4799
- SMILES string = [H]/P=C(C=C)\N=C\P
- Kohn-Sham gap (eV) = 8.258
- spin multiplicity = 1
- charge = 0

The geometry in XYZ format:
```
14
C4H7NP2 (ωB97M-V/def2-TZVPD)
H 0.024 -2.436 0.044
P 1.299 -1.931 0.200
C 0.621 -0.390 0.272
C 1.791 0.833 0.708
C 2.853 1.038 -0.081
N -0.691 -0.081 0.283
C -1.636 -0.590 -0.373
P -3.444 -0.157 0.237
H 1.574 1.351 1.616
H 3.495 1.848 0.258
H 3.017 0.401 -1.107
H -1.618 -1.293 -1.233
H -3.342 1.223 0.379
H -3.943 0.185 -1.203
```

=====

[5]
Entry from the Open Molecules 2025 dataset: a structure of composition C18H38CdO10S6 at a distorted geometry (ωB97M-V/def2-TZVPD).

Results
- DFT total energy (eV) = -109322.2431
- Kohn-Sham gap (eV) = 5.958
- spin multiplicity = 1
- charge = 0

The geometry in XYZ format:
```
73
C18H38CdO10S6 (ωB97M-V/def2-TZVPD)
Cd 8.984 4.852 2.958
C 11.897 1.926 2.997
C 10.854 2.899 2.864
C 10.144 2.950 1.444
O 9.215 3.781 1.369
C 10.577 2.034 0.392
C 11.536 1.141 0.622
C 12.230 1.076 1.989
O 13.291 0.339 2.245
O 11.765 0.451 -0.420
O 10.452 3.762 3.678
H 12.435 1.858 3.931
H 10.078 2.140 -0.560
C 7.219 8.590 1.384
S 6.516 7.242 2.395
O 7.646 6.237 2.439
C 6.745 8.144 3.969
H 8.302 8.642 1.491
H 6.842 9.571 1.672
H 7.048 8.588 0.307
H 7.747 8.463 4.253
H 6.311 7.488 4.724
H 6.127 9.038 4.045
C 12.744 4.322 -0.916
S 13.378 5.583 -2.080
O 12.096 6.146 -2.674
C 14.012 6.820 -0.870
H 13.542 4.161 -0.191
H 12.502 3.356 -1.361
H 11.878 4.681 -0.360
H 14.567 6.384 -0.039
H 13.234 7.430 -0.411
H 14.730 7.487 -1.346
C 10.278 4.531 6.754
S 9.443 6.003 6.108
O 8.877 5.733 4.708
C 7.894 5.834 7.167
H 9.689 3.630 6.580
H 10.407 4.827 7.795
H 11.280 4.329 6.376
H 7.339 4.911 7.004
H 7.241 6.694 7.016
H 8.252 5.791 8.195
C 10.472 0.710 6.823
S 8.780 0.660 7.524
O 8.542 2.031 8.095
C 7.827 0.455 5.910
H 10.724 -0.308 6.527
H 11.121 1.049 7.631
H 10.567 1.414 5.997
H 7.920 1.375 5.333
H 6.769 0.357 6.154
H 8.236 -0.318 5.260
C 6.072 3.523 1.209
S 6.475 2.763 2.839
O 7.406 3.765 3.566
C 4.856 3.259 3.656
H 5.077 3.435 0.775
H 6.756 3.228 0.413
H 6.073 4.607 1.321
H 4.743 4.344 3.652
H 4.716 2.844 4.654
H 3.957 2.844 3.202
C 12.660 6.244 3.531
S 11.475 7.212 2.471
O 10.277 6.256 2.355
C 11.157 8.437 3.850
H 13.564 6.797 3.782
H 12.854 5.276 3.069
H 12.264 6.000 4.517
H 12.006 9.117 3.923
H 11.093 7.973 4.835
H 10.234 8.946 3.572
```

=====

[6]
Entry from the Open Molecules 2025 dataset: the molecule C6H12ClNO2 at a distorted geometry (ωB97M-V/def2-TZVPD).

Results
- DFT total energy (eV) = -24520.6131
- SMILES string = CC[C@](Cl)(C(C)C)[N+](=O)[O-]
- Kohn-Sham gap (eV) = 11.146
- spin multiplicity = 1
- charge = 0

The geometry in XYZ format:
```
22
C6H12ClNO2 (ωB97M-V/def2-TZVPD)
C 0.711 1.691 2.121
C -0.066 1.374 0.842
C 0.277 -0.055 0.371
Cl 1.967 -0.319 0.030
C -0.581 -0.512 -0.943
C -0.128 0.320 -2.225
C -0.346 -1.982 -1.296
N -0.236 -0.912 1.397
O -1.384 -0.760 1.724
O 0.532 -1.704 1.890
H 1.728 1.530 2.048
H 0.493 1.160 2.993
H 0.719 2.644 2.468
H -1.168 1.492 1.006
H 0.178 2.099 0.001
H -1.695 -0.257 -0.706
H 0.925 0.188 -2.247
H -0.608 -0.180 -3.122
H -0.498 1.313 -1.997
H -1.270 -2.548 -1.446
H 0.285 -2.507 -0.627
H 0.166 -2.075 -2.279
```

=====

[7]
Entry from the Open Molecules 2025 dataset: a structure of composition C25H27Cl5N3OPPd at a distorted geometry (ωB97M-V/def2-TZVPD).

Results
- DFT total energy (eV) = -108262.6556
- Kohn-Sham gap (eV) = 4.205
- spin multiplicity = 1
- charge = -2

The geometry in XYZ format:
```
63
C25H27Cl5N3OPPd (ωB97M-V/def2-TZVPD)
Pd -0.801 0.202 0.264
Cl -0.105 -0.207 -7.077
C 0.165 -0.461 -5.390
C -0.120 0.546 -4.466
Cl -0.698 2.074 -5.033
C 0.088 0.352 -3.121
Cl -0.346 1.518 -1.955
C 0.670 -0.852 -2.585
O 0.935 -0.978 -1.377
C 0.934 -1.847 -3.580
Cl 1.626 -3.338 -3.041
C 0.681 -1.665 -4.924
Cl 1.030 -2.920 -6.064
N 1.114 -3.087 0.358
C 0.999 -2.720 1.641
C 1.361 -3.575 2.705
C 1.148 -3.166 4.002
C 0.591 -1.913 4.227
C 0.286 -1.136 3.123
N 0.478 -1.507 1.872
H 1.605 -3.923 0.104
H 0.992 -2.345 -0.342
H 1.809 -4.535 2.485
H 1.401 -3.816 4.835
H 0.400 -1.551 5.229
H -0.146 -0.151 3.243
C 1.589 3.692 2.893
C 1.311 2.479 2.013
P -0.469 1.961 1.769
C -1.062 2.239 3.534
C -2.409 1.578 3.783
C -1.141 3.514 0.982
C -2.507 3.232 0.369
H 2.652 3.940 2.875
H 1.310 3.494 3.926
H 1.033 4.561 2.544
H 1.826 1.600 2.412
H 1.712 2.645 1.008
H -1.131 3.313 3.723
H -0.317 1.829 4.222
H -3.149 1.944 3.077
H -2.772 1.781 4.792
H -2.336 0.499 3.661
H -0.439 3.787 0.187
H -1.192 4.343 1.695
H -2.470 2.276 -0.165
H -2.803 4.014 -0.330
H -3.274 3.153 1.136
C -2.462 -1.451 -0.606
C -3.732 -1.374 -0.111
C -4.902 -1.820 -0.822
C -6.134 -1.815 -0.250
C -6.336 -1.381 1.085
C -5.204 -0.880 1.787
C -3.982 -0.857 1.209
C -7.569 -1.468 1.693
N -8.597 -1.559 2.233
H -2.288 -1.896 -1.581
H -1.599 -1.371 0.097
H -4.775 -2.190 -1.835
H -7.004 -2.158 -0.807
H -5.347 -0.526 2.805
H -3.120 -0.452 1.734
```

=====

[8]
Entry from the Open Molecules 2025 dataset: a structure of composition C19H12N3O2RuS5 at a distorted geometry (ωB97M-V/def2-TZVPD).

Results
- DFT total energy (eV) = -85222.3055
- Kohn-Sham gap (alpha / beta) (eV) = 6.036 / 5.595
- spin multiplicity = 2
- charge = 0

The geometry in XYZ format:
```
42
C19H12N3O2RuS5 (ωB97M-V/def2-TZVPD)
Ru -0.148 -0.141 -0.181
S 4.583 2.321 2.163
C 3.397 2.283 1.049
S 2.271 3.568 0.781
C 1.363 2.899 -0.568
C 1.690 1.531 -0.869
S 1.026 0.562 -2.104
S 3.141 0.969 -0.033
S 0.355 3.913 -1.371
C -4.060 -1.929 0.034
C -3.770 -3.271 0.211
C -2.449 -3.679 0.177
C -1.452 -2.737 -0.021
N -1.736 -1.428 -0.169
C -3.020 -1.041 -0.150
C -0.012 -3.066 -0.069
C 0.470 -4.361 -0.010
C 1.839 -4.571 -0.010
C 2.673 -3.472 -0.066
C 2.119 -2.208 -0.151
N 0.799 -1.995 -0.169
H -5.076 -1.563 0.048
H -4.559 -3.992 0.378
H -2.198 -4.719 0.316
H -3.199 0.015 -0.283
H -0.209 -5.199 0.033
H 2.239 -5.574 0.040
H 3.749 -3.575 -0.051
H 2.740 -1.330 -0.202
O -0.868 1.019 3.610
C -0.693 0.891 2.416
O 0.108 0.049 1.841
C -1.473 1.784 1.464
C -2.292 2.795 1.925
C -3.023 3.533 1.007
C -2.908 3.237 -0.341
C -2.045 2.227 -0.734
N -1.350 1.513 0.154
H -2.346 2.956 2.992
H -3.674 4.331 1.338
H -3.451 3.794 -1.091
H -1.894 1.967 -1.773
```

=====

Q: DFT total energy of number 5 (C18H38CdO10S6)?
A: -109322.2431 eV